Record 1
{
  "formula": "C15H44FN2O8PS",
  "method": "wB97M-V/def2-TZVPD",
  "symbols": ["N", "P", "O", "N", "S", "O", "O", "F", "H", "H", "H", "H", "C", "C", "C", "O", "H", "H", "H", "H", "H", "H", "H", "H", "C", "C", "C", "O", "H", "H", "H", "H", "H", "H", "H", "H", "C", "C", "C", "O", "H", "H", "H", "H", "H", "H", "H", "H", "C", "C", "C", "O", "H", "H", "H", "H", "H", "H", "H", "H", "C", "C", "C", "O", "H", "H", "H", "H", "H", "H", "H", "H"],
  "positions_angstrom": [[4.1515, -0.6684, 2.8129], [3.5309, -1.9453, 1.9356], [4.4749, -3.1923, 2.4627], [2.0466, -2.3408, 2.8969], [0.7012, -1.6685, 2.3108], [-0.0839, -2.6011, 1.5747], [1.0064, -0.4051, 1.7364], [-0.0637, -1.4070, 3.6374], [4.5899, -0.8988, 3.6993], [4.7590, -0.1126, 2.2301], [4.1057, -3.9984, 2.0850], [1.9240, -3.3432, 2.9883], [-0.5187, 4.2814, 1.0692], [-1.5485, 3.1629, 1.0050], [-1.9601, 2.7082, 2.3978], [-1.0342, 2.0625, 0.2616], [0.3868, 3.9348, 1.5747], [-0.2331, 4.5955, 0.0647], [-0.9050, 5.1478, 1.6086], [-2.4281, 3.5082, 0.4588], [-1.0951, 2.3166, 2.9400], [-2.6967, 1.9068, 2.3351], [-2.3868, 3.5304, 2.9750], [-0.2545, 1.7308, 0.7229], [-0.9712, 2.1856, -2.9579], [-1.6594, 2.3787, -4.2999], [-2.0481, 1.0479, -4.9241], [-0.8126, 3.1117, -5.1908], [-0.0478, 1.6118, -3.0819], [-0.6980, 3.1471, -2.5232], [-1.6092, 1.6591, -2.2502], [-2.5524, 2.9918, -4.1658], [-1.1571, 0.4396, -5.1092], [-2.5428, 1.2031, -5.8825], [-2.7228, 0.4880, -4.2767], [-0.0160, 2.5894, -5.3248], [-7.1682, 1.5935, -3.7906], [-5.9613, 1.9690, -4.6372], [-6.3219, 2.9983, -5.6975], [-5.4063, 0.8057, -5.2487], [-7.9474, 1.1480, -4.4153], [-6.8913, 0.8561, -3.0369], [-7.5872, 2.4660, -3.2874], [-5.1760, 2.3694, -3.9940], [-7.0758, 2.5945, -6.3790], [-5.4457, 3.2555, -6.2932], [-6.7174, 3.9101, -5.2477], [-6.0763, 0.4245, -5.8249], [6.3383, -1.7539, -2.7940], [5.5149, -2.7219, -1.9573], [5.0218, -3.8952, -2.7913], [4.4115, -2.0438, -1.3587], [5.7310, -1.3385, -3.6027], [6.6843, -0.9197, -2.1833], [7.2064, -2.2471, -3.2339], [6.1205, -3.0927, -1.1285], [4.3756, -3.5428, -3.5995], [4.4341, -4.5798, -2.1789], [5.8534, -4.4477, -3.2312], [3.8543, -1.7031, -2.0665], [0.4684, -3.0007, 8.6242], [1.5856, -2.6239, 7.6631], [1.0871, -1.7038, 6.5600], [2.1633, -3.8020, 7.0978], [-0.3247, -3.5361, 8.0949], [0.8434, -3.6610, 9.4065], [0.0332, -2.1170, 9.0929], [2.3882, -2.1321, 8.2140], [0.3147, -2.2009, 5.9699], [1.8993, -1.4447, 5.8800], [0.6684, -0.7834, 6.9698], [1.4708, -4.2570, 6.6083]],
  "forces_ev_per_angstrom": [[0.0894, -0.5573, 0.2304], [0.0631, 0.5303, -0.8500], [-0.6793, 0.0838, 0.3588], [0.5470, 0.0716, 0.0561], [-0.2171, -0.1933, -1.1282], [0.0176, -0.0140, 0.4800], [0.1064, 0.0611, 0.4355], [-0.2380, 0.1420, 0.1945], [-0.0786, 0.1398, 0.0504], [0.0162, 0.2086, 0.0279], [0.3627, -0.3080, -0.0970], [-0.1005, -0.0267, 0.2078], [-0.0112, 0.0691, -0.1455], [0.3349, -0.0592, 0.3134], [-0.1388, -0.0650, -0.0179], [-0.1112, 0.0540, -0.0689], [-0.0374, -0.0125, 0.0720], [-0.0363, 0.0075, -0.0046], [0.0116, -0.0052, 0.0137], [0.0021, -0.0632, -0.0783], [0.0390, 0.0654, -0.0021], [-0.0183, 0.0221, -0.0205], [0.0168, -0.0002, 0.0081], [-0.0136, -0.1199, 0.0075], [-0.0621, 0.1758, -0.0555], [0.3635, -0.3983, 0.0474], [-0.0695, 0.0570, -0.1290], [-0.2148, 0.2055, -0.0076], [-0.0452, -0.0808, -0.0189], [-0.0454, 0.0028, 0.0243], [0.0355, -0.0114, 0.0352], [0.0316, 0.1010, -0.0836], [0.0329, 0.0076, 0.1115], [-0.0659, 0.0077, 0.0368], [-0.0085, -0.0169, -0.0213], [0.0394, -0.0314, 0.0008], [0.0745, -0.0735, 0.1247], [-0.3894, -0.0373, -0.2111], [0.1516, 0.0511, -0.0449], [0.1971, 0.0317, 0.1271], [-0.0184, 0.0727, -0.0412], [0.0254, 0.0275, 0.0124], [-0.0142, 0.0004, -0.0149], [0.0831, -0.0794, -0.0188], [-0.0617, -0.0013, 0.0583], [0.0171, 0.0126, 0.0369], [-0.0178, -0.0061, -0.0052], [-0.0410, -0.0055, -0.0197], [0.0736, 0.0790, 0.1186], [-0.1424, 0.0899, -0.4444], [-0.0316, -0.0992, 0.1193], [0.1918, -0.0995, 0.1609], [-0.0063, -0.0722, -0.0412], [0.0177, -0.0257, 0.0187], [-0.0131, 0.0005, -0.0159], [-0.0588, 0.0385, 0.0822], [0.0590, 0.0369, -0.0413], [0.0284, -0.0040, 0.0168], [-0.0068, 0.0107, -0.0161], [-0.0500, 0.0206, 0.0006], [0.0857, -0.0567, 0.1216], [-0.4096, -0.0554, -0.1608], [0.1811, 0.0407, 0.0125], [0.2218, 0.0813, 0.0811], [-0.0274, 0.0712, -0.0452], [0.0233, 0.0291, 0.0083], [-0.0182, -0.0013, -0.0148], [0.0966, -0.0894, -0.0215], [-0.0730, -0.0102, 0.0728], [0.0001, 0.0108, 0.0145], [-0.0253, -0.0082, -0.0095], [-0.0410, -0.0296, -0.0041]],
  "lumo_ev": 0.2,
  "e_tot_ev": -58471.0980,
  "gap_ev": 9.583,
  "smiles": "NP(O)NS(=O)(=O)F.CC(C)O.CC(C)O.CC(C)O.CC(C)O.CC(C)O"
}

Record 2
{
  "formula": "C2H3BrSi",
  "method": "wB97M-V/def2-TZVPD",
  "symbols": ["C", "C", "Si", "Br", "H", "H", "H"],
  "positions_angstrom": [[0.5710, -1.7572, -0.5001], [0.3490, -0.5852, -0.5563], [-0.0738, 1.0327, 0.0392], [-2.1631, 0.5388, 0.7512], [0.7550, -2.8057, -0.3701], [-0.1005, 1.9176, -1.0859], [0.6624, 1.6590, 1.7219]],
  "forces_ev_per_angstrom": [[0.3456, -1.4689, 0.1276], [0.7083, 0.2302, 0.2710], [-0.3458, 0.7283, 3.4975], [0.1606, 0.4873, -0.1365], [-0.0513, 0.2532, -0.2822], [0.0964, 0.8542, -0.2510], [-0.9138, -1.0843, -3.2266]],
  "lumo_ev": 0.1,
  "e_tot_ev": -80040.4591,
  "gap_ev": 10.269
}

Record 3
{
  "formula": "C38H48BFeN9O2S3",
  "method": "wB97M-V/def2-TZVPD",
  "symbols": ["Fe", "C", "C", "C", "C", "N", "C", "C", "C", "C", "C", "C", "N", "C", "C", "C", "C", "C", "N", "H", "H", "H", "H", "H", "H", "H", "H", "H", "H", "H", "C", "C", "C", "C", "N", "C", "C", "N", "B", "N", "C", "C", "N", "C", "S", "C", "C", "C", "C", "N", "C", "C", "N", "C", "S", "C", "C", "C", "C", "C", "S", "H", "H", "H", "H", "H", "H", "H", "H", "H", "H", "H", "H", "H", "H", "H", "H", "H", "H", "H", "H", "H", "H", "H", "H", "H", "H", "H", "H", "H", "H", "H", "H", "H", "H", "C", "C", "O", "O", "H", "H", "H"],
  "positions_angstrom": [[-1.0963, 1.4789, 0.1802], [2.6247, 3.8154, 0.9459], [2.3719, 4.3101, 2.2136], [1.3374, 3.7623, 2.9557], [0.5842, 2.7468, 2.3927], [0.7942, 2.3000, 1.1515], [1.8024, 2.8176, 0.4514], [-0.5275, 2.0530, 3.1153], [-0.5976, 1.9479, 4.4924], [-1.6171, 1.1846, 5.0379], [-2.5418, 0.5806, 4.2056], [-2.4249, 0.7651, 2.8355], [-1.4240, 1.4706, 2.3216], [-3.3946, 0.2108, 1.8415], [-4.6661, -0.1725, 2.2265], [-5.5450, -0.6585, 1.2722], [-5.1111, -0.7491, -0.0352], [-3.8233, -0.3341, -0.3383], [-2.9742, 0.1482, 0.5689], [3.4297, 4.2068, 0.3391], [2.9658, 5.1210, 2.6178], [1.1103, 4.1238, 3.9514], [1.9416, 2.4230, -0.5508], [0.1488, 2.4164, 5.1211], [-1.6819, 1.0497, 6.1099], [-3.3285, -0.0363, 4.6158], [-4.9759, -0.0693, 3.2595], [-6.5509, -0.9509, 1.5482], [-5.7545, -1.1221, -0.8210], [-3.4565, -0.4000, -1.3547], [5.6033, -2.6265, 2.5414], [4.5926, -1.4782, 2.6173], [5.2837, -0.1336, 2.4021], [3.9381, -1.5140, 3.9946], [3.6035, -1.6480, 1.4860], [4.0069, -2.1684, 0.2605], [3.0130, -1.9693, -0.6143], [1.9962, -1.2806, 0.0356], [0.7472, -0.6918, -0.7001], [1.1307, 0.1194, -1.9862], [2.3698, 0.3663, -2.5790], [2.1710, 1.1509, -3.6461], [0.8086, 1.4122, -3.7385], [0.1750, 0.7999, -2.7014], [-1.4723, 0.8444, -2.2846], [0.1938, 2.3011, -4.7960], [-0.3743, 3.5492, -4.1237], [-0.8825, 1.5297, -5.5606], [1.2815, 2.7084, -5.7837], [-0.1741, -1.8986, -1.0476], [-0.4728, -2.3835, -2.3085], [-1.3985, -3.3396, -2.1690], [-1.6988, -3.4408, -0.8086], [-0.9036, -2.5718, -0.1331], [-0.7297, -2.3721, 1.5792], [-2.6900, -4.4620, -0.3174], [-1.9774, -5.8111, -0.2556], [-3.8487, -4.5055, -1.3169], [-3.2663, -4.1077, 1.0490], [2.3511, -1.1272, 1.3349], [1.2534, -0.5955, 2.5303], [6.1831, -2.6432, 3.4641], [6.3091, -2.5092, 1.7171], [5.0970, -3.5896, 2.4444], [6.0216, 0.0349, 3.1901], [4.5522, 0.6784, 2.4331], [5.7968, -0.1083, 1.4383], [4.7376, -1.4736, 4.7356], [3.3674, -2.4328, 4.1456], [3.2770, -0.6686, 4.1633], [4.9569, -2.6519, 0.1186], [2.9113, -2.3227, -1.6272], [0.1221, 0.0758, -0.0034], [3.3005, 0.0065, -2.1837], [2.8901, 1.5380, -4.3449], [-1.1026, 3.2905, -3.3579], [-0.8578, 4.1731, -4.8791], [0.4249, 4.1257, -3.6519], [-1.7156, 1.2550, -4.9192], [-0.4618, 0.6217, -6.0034], [-1.2605, 2.1627, -6.3663], [2.0544, 3.3212, -5.3142], [0.8141, 3.3095, -6.5636], [1.7449, 1.8427, -6.2633], [-0.0151, -1.9929, -3.2016], [-1.8797, -3.9432, -2.9166], [-1.5405, -6.0674, -1.2230], [-2.6888, -6.5933, 0.0191], [-1.1814, -5.7880, 0.4925], [-3.5678, -4.9636, -2.2661], [-4.2334, -3.5008, -1.5095], [-4.6533, -5.1067, -0.8932], [-2.5250, -4.1742, 1.8405], [-4.0585, -4.8267, 1.2675], [-3.6989, -3.1023, 1.0544], [-1.6514, 5.3670, -0.0281], [-1.6265, 3.8717, -0.1976], [-0.6851, 3.3546, -0.8749], [-2.4942, 3.1380, 0.3670], [-1.3860, 5.8516, -0.9666], [-0.8991, 5.6417, 0.7162], [-2.6275, 5.7034, 0.3170]],
  "forces_ev_per_angstrom": [[-0.9474, 0.3077, -0.4078], [0.0663, -0.0425, -0.0092], [-0.0071, 0.0595, 0.0728], [0.0628, 0.0314, 0.1733], [-0.2845, -0.2540, 0.0824], [0.1473, 0.3027, -0.0155], [-0.0984, -0.1169, -0.0908], [0.1521, 0.1105, -0.2614], [0.0553, 0.0891, 0.1087], [0.0132, -0.0006, 0.0823], [-0.1007, -0.0308, 0.0829], [-0.1310, 0.0135, -0.3047], [0.3175, -0.3077, 0.1251], [0.3374, 0.1339, 0.0894], [-0.1603, -0.0566, 0.1697], [-0.0489, 0.0022, 0.0722], [-0.0136, -0.0213, -0.0615], [0.1385, -0.0156, -0.0072], [-0.1167, -0.0710, 0.1784], [-0.0269, -0.0087, 0.0011], [-0.0126, -0.0549, -0.0006], [0.0237, 0.0051, -0.0864], [-0.0747, 0.0695, 0.0546], [-0.0555, -0.0473, -0.0240], [-0.0005, 0.0041, -0.0227], [0.0261, 0.0205, 0.0033], [-0.0028, -0.0172, -0.1194], [0.0511, 0.0099, -0.0063], [0.0174, 0.0185, 0.0184], [0.0564, 0.0422, 0.0108], [0.0001, -0.0225, -0.0507], [-0.1382, -0.0516, -0.0602], [-0.0023, 0.0595, 0.0054], [-0.1487, -0.0910, -0.0436], [0.1893, 0.0058, 0.0387], [0.1380, 0.0274, 0.3249], [-0.5009, 0.0477, -0.0593], [0.2704, 0.4394, -0.2716], [-0.0579, -0.1257, -0.1583], [-0.0769, -0.1622, -0.0787], [-0.3087, -0.1880, 0.4229], [-0.2264, 0.1580, -0.2070], [0.0233, 0.1460, -0.1439], [0.5759, -0.1252, 0.1043], [0.0212, -0.2263, -0.1767], [-0.0268, -0.0840, 0.1504], [-0.0136, -0.0145, 0.0199], [0.0540, -0.0996, 0.0460], [0.0788, 0.0145, -0.0092], [0.0778, 0.1670, -0.1320], [0.1945, 0.1815, 0.1712], [-0.1975, -0.1141, 0.1952], [-0.1765, -0.1896, -0.0502], [0.0266, 0.0804, -0.2211], [0.0964, 0.0923, -0.0332], [0.1393, 0.0436, 0.0014], [0.0413, -0.0104, 0.0401], [-0.0032, 0.0137, -0.0806], [-0.0243, 0.1493, 0.0116], [0.1227, -0.3070, -0.2808], [-0.0804, -0.1286, -0.0953], [-0.0058, 0.0297, -0.0552], [-0.0393, -0.0165, 0.0400], [0.0359, 0.0520, 0.0391], [-0.0492, -0.0147, -0.0602], [0.0441, -0.0252, 0.0135], [-0.0177, 0.0092, 0.0249], [-0.0238, -0.0233, -0.0195], [0.0316, 0.0636, -0.0143], [0.0176, -0.0028, -0.0017], [-0.1023, 0.0451, 0.0448], [0.0214, 0.1568, 0.0038], [0.4987, -0.6029, 0.2762], [-0.0244, -0.1191, 0.0671], [-0.0927, -0.0179, 0.0673], [0.0299, 0.0288, -0.0337], [0.0514, -0.0330, 0.0212], [-0.0463, -0.0256, -0.0061], [-0.0030, 0.0002, 0.0181], [-0.0323, 0.0748, 0.0140], [0.0278, -0.0475, 0.0506], [-0.0404, -0.0305, -0.0346], [0.0211, -0.0092, 0.0323], [-0.0315, 0.0497, 0.0017], [-0.0191, 0.0266, 0.0891], [0.0118, 0.0411, 0.0910], [-0.0271, -0.0028, 0.0334], [0.0500, 0.0493, -0.0094], [-0.0370, -0.0054, -0.0484], [-0.0278, 0.0254, 0.0409], [0.0082, -0.0631, 0.0251], [0.0337, 0.0076, -0.0262], [-0.0122, -0.0106, -0.0018], [0.0263, 0.0491, -0.0119], [0.0461, -0.0946, -0.0004], [-0.2261, 0.0209, -0.0326], [-0.0729, -0.1011, -0.3224], [-0.0460, 0.3720, 0.5443], [0.5280, 0.3017, -0.1258], [0.0069, 0.0055, 0.0336], [-0.0205, -0.0266, -0.0376], [0.0561, 0.0025, -0.0176]],
  "lumo_ev": [-2.3, -3.9],
  "spin_multiplicity": 6,
  "total_charge": 1,
  "e_tot_ev": -125262.3015,
  "gap_ev": [7.400, 5.937]
}